Run a
Entry from OMol25: a 4-piece molecular cluster, H8O4 overall (ωB97M-V/def2-TZVPD).

Cartesian coordinates (Å):
O: 0.91007 -1.86021 0.06310
O: -2.63369 2.00803 0.06916
O: 4.66081 0.78595 -0.21898
O: -2.61808 -0.95172 -0.42726
H: -3.52538 -1.14220 -0.33541
H: 3.98944 0.77045 0.48147
H: 0.34478 -2.65875 0.14046
H: 4.69468 1.56608 -0.72236
H: -1.73346 1.60388 0.37263
H: 0.65674 -1.30165 0.73565
H: -2.48119 2.87483 -0.26149
H: -2.26473 -1.69470 0.10301

Calculated values
E_LUMO = 0.3 eV
SMILES string = O.O.O.O
Kohn-Sham gap = 0.4238 Ha



Run b
Entry from OMol25: a 4-piece molecular cluster, H8O4 overall (ωB97M-V/def2-TZVPD).

Cartesian coordinates (Å):
O: -8.55187 8.51323 16.05309
O: -9.66636 5.76745 17.50768
O: -11.52301 4.43939 15.67524
O: -7.49175 4.07333 17.16289
H: -8.71623 9.41123 15.81054
H: -8.57433 7.89148 15.35332
H: -11.13640 4.93531 16.45393
H: -11.69903 3.54743 15.86648
H: -9.14825 6.53285 17.39454
H: -6.67093 4.44320 17.31684
H: -9.08874 4.99022 17.62247
H: -7.57691 4.26214 16.22902

Calculated values
E_LUMO = 0.4 eV
SMILES string = O.O.O.O
Kohn-Sham gap = 0.4076 Ha



Result of the stability comparison: run b is the most stable of them.



Run a
Entry from OMol25: a 4-piece molecular cluster, H8O4 overall (ωB97M-V/def2-TZVPD).

Cartesian coordinates (Å):
O: 0.08792 0.83175 -0.25617
O: -1.42708 0.29575 1.76583
O: 2.36792 0.30775 -1.58117
O: -0.78708 -1.66325 -0.99217
H: 0.02292 1.74175 -0.50517
H: 1.74592 0.63075 -0.97317
H: -2.29008 -0.17725 1.91083
H: -0.53508 0.71475 0.49883
H: -0.57108 -0.71425 -0.82217
H: 3.14492 0.37275 -1.04817
H: -1.05008 -2.12925 -0.12817
H: -0.70908 -0.21125 2.13083

Calculated values
E_LUMO = 0.1 eV
SMILES string = O.O.O.O
Kohn-Sham gap = 0.3947 Ha



Run b
Entry from OMol25: a 4-piece molecular cluster, H8O4 overall (ωB97M-V/def2-TZVPD).

Cartesian coordinates (Å):
O: -14.79916 14.51096 -33.38705
O: -12.84710 16.50800 -32.41672
O: -19.02491 15.03829 -30.64865
O: -16.42572 16.18807 -31.18865
H: -14.04450 14.92818 -32.94457
H: -18.14683 15.42123 -30.81293
H: -14.74424 14.80304 -34.30200
H: -11.96978 16.88782 -32.52855
H: -18.99291 14.17034 -31.05961
H: -13.43185 17.07221 -32.93542
H: -15.83005 16.06974 -31.93830
H: -15.93736 15.83456 -30.43704

Calculated values
E_LUMO = 0.2 eV
SMILES string = O.O.O.O
Kohn-Sham gap = 0.3951 Ha



Result of the stability comparison: run b is the most stable of them.



Run a
Entry from OMol25: a 4-piece molecular cluster, H8O4 overall (ωB97M-V/def2-TZVPD).

Cartesian coordinates (Å):
O: 2.04983 0.37933 1.62058
O: -0.88317 2.65233 -0.75142
O: 0.10783 -0.10867 -0.41642
O: -1.04617 -2.64367 -0.13842
H: 0.50783 -0.26467 -1.18742
H: -0.82117 1.61833 -0.61542
H: -1.42117 -3.05767 0.63058
H: -0.20017 -0.91667 -0.10742
H: 1.60983 0.26933 0.77458
H: -1.78217 -2.41467 -0.72242
H: 1.88783 1.42933 1.85058
H: -0.00917 3.05733 -0.93742

Calculated values
E_LUMO = 0.3 eV
SMILES string = O.O.O.O
Kohn-Sham gap = 0.4108 Ha



Run b
Entry from OMol25: a 4-piece molecular cluster, H8O4 overall (ωB97M-V/def2-TZVPD).

Cartesian coordinates (Å):
O: -0.74931 -2.29956 -0.66652
O: -2.10199 1.10614 1.07928
O: 2.39956 0.54796 -1.67032
O: 0.54456 0.25579 0.61016
H: -0.00096 -2.76556 -0.28351
H: -2.17795 1.89558 0.53366
H: -0.38100 0.44412 0.83866
H: 1.74745 0.14212 -1.08258
H: -0.58910 -1.37795 -0.43872
H: -3.00720 0.82356 1.23846
H: 3.25239 0.34364 -1.27801
H: 1.06355 0.88417 1.11945

Calculated values
E_LUMO = 0.3 eV
SMILES string = O.O.O.O
Kohn-Sham gap = 0.4158 Ha



Result of the stability comparison: run b is the most stable of them.



Run a
Entry from OMol25: a 4-piece molecular cluster, H8O4 overall (ωB97M-V/def2-TZVPD).

Cartesian coordinates (Å):
O: -1.34128 2.01906 -0.15053
O: 3.00548 -0.79568 -0.39476
O: -3.16832 -1.68726 0.01439
O: 1.75558 0.30137 0.87321
H: 3.30511 -1.54898 0.12653
H: 1.54715 1.00920 0.25311
H: -2.56411 -1.53280 0.74928
H: -1.25242 2.95741 0.05098
H: -1.84502 2.00231 -0.97208
H: -3.96353 -1.20026 0.25826
H: 1.32564 -0.47463 0.49643
H: 3.19571 -1.04975 -1.30484

Calculated values
E_LUMO = 0.7 eV
SMILES string = O.O.O.O
Kohn-Sham gap = 0.3714 Ha



Run b
Entry from OMol25: a 4-piece molecular cluster, H8O4 overall (ωB97M-V/def2-TZVPD).

Cartesian coordinates (Å):
O: 0.32857 0.13583 0.63122
O: -2.15882 1.51588 0.65940
O: 2.75413 0.09202 -0.66505
O: -0.50559 -2.02493 -0.95289
H: 1.92115 0.21832 -0.21071
H: -0.51307 0.56678 0.78004
H: 2.85604 -0.85818 -0.71968
H: 0.06266 -2.12451 -1.71670
H: -2.51786 2.03084 1.38201
H: -2.57096 1.88110 -0.12353
H: 0.56598 -0.22807 1.48412
H: -0.22223 -1.20507 -0.54822

Calculated values
E_LUMO = 0.3 eV
SMILES string = O.O.O.O
Kohn-Sham gap = 0.4113 Ha



Result of the stability comparison: run b is the most stable of them.



Run a
Entry from OMol25: C2H5B as an isolated structure (ωB97M-V/def2-TZVPD).

Cartesian coordinates (Å):
C: 0.02279 -0.85248 -1.02692
C: 0.24295 0.14703 -0.16844
B: -0.31442 0.64356 1.21406
H: -0.81553 -1.54315 -0.90325
H: 1.28117 1.05983 -0.51959
H: 0.48069 1.13399 1.94892
H: 0.51180 -0.97577 -2.01948
H: -1.40946 0.38698 1.47470

Calculated values
E_LUMO = -0.3 eV
Kohn-Sham gap = 0.3666 Ha



Run b
Entry from OMol25: a 2-piece molecular cluster, C2H5B overall (ωB97M-V/def2-TZVPD).

Cartesian coordinates (Å):
C: -0.52620 0.61709 0.79838
C: -0.13641 -0.52884 0.29125
B: 0.65591 -0.76336 -0.93089
H: 0.43635 0.94461 -1.65896
H: -0.30756 1.63588 0.28066
H: 1.30359 -1.36640 -1.57071
H: -0.39802 -1.44163 0.97635
H: -1.02765 0.90263 1.81392

Calculated values
E_LUMO = -0.6 eV
Kohn-Sham gap = 0.3052 Ha



Result of the stability comparison: run a is the most stable of them.



Run a
Entry from OMol25: an isolated ion of composition C4H8NOS and charge -1 (ωB97M-V/def2-TZVPD).

Cartesian coordinates (Å):
S: -1.26570 2.58094 0.49011
O: 1.32956 -3.51883 -0.46989
N: 0.02163 -1.80149 0.48049
C: 0.06557 -0.22810 0.69212
C: 0.21018 1.96449 -0.57444
C: 0.69349 -2.44096 -0.50462
C: 0.25243 0.45550 -0.59381
H: 0.14354 2.44669 -1.60701
H: -0.81886 0.09572 1.28756
H: 0.89700 -0.02142 1.42668
H: 0.55661 -1.75780 -1.43516
H: 1.16696 0.08526 -1.00514
H: -0.31811 -2.39437 1.23462
H: -0.59010 0.12357 -1.30416
H: 1.09626 2.38282 -0.15898

Calculated values
E_LUMO = 3.7 eV
net charge = -1
SMILES string = O=CNCCC[S-]
Kohn-Sham gap = 0.2360 Ha



Run b
Entry from OMol25: an isolated ion of composition C4H8NOS and charge -1 (ωB97M-V/def2-TZVPD).

Cartesian coordinates (Å):
S: 2.36990 0.51229 0.21135
O: -2.44105 0.45334 -0.88332
N: -1.51362 -0.93968 0.58053
C: 1.00608 0.03375 -0.93651
C: -1.48011 0.13216 -0.29253
C: -0.42067 -1.32120 1.41096
C: -0.20768 0.83929 -0.57827
H: 0.09532 1.50597 0.22750
H: 1.19522 0.09001 -2.07654
H: -0.72955 -2.30298 1.93511
H: 0.65212 -1.14877 1.09672
H: -0.36293 -0.65618 2.32477
H: 0.93564 -1.05700 -0.79905
H: -0.47723 1.47467 -1.43161
H: -2.48899 -1.25531 0.72246

Calculated values
E_LUMO = 3.7 eV
net charge = -1
SMILES string = CNC(=O)CC[S-]
Kohn-Sham gap = 0.2340 Ha



Result of the stability comparison: run b is the most stable of them.